(1)
Entry from the OMol25 dataset: 2 unconnected molecules or ions with the total composition C4H5Cl3O (ωB97M-V with the def2-TZVPD basis set).

Bonds (Å) are listed after each position.
Element x y z (Å)
1 H 0.864 2.187 0.314  C6 1.090
2 C -1.904 -0.691 -0.566  C9 1.344, Cl10 1.683, Cl11 1.738
3 H 2.466 2.015 1.007  C6 1.092
4 Cl -1.329 -3.241 -0.087  C9 1.730
5 H -1.850 -2.114 -2.232  C9 1.146
6 C 1.434 1.666 1.083  H1 1.090, H3 1.092, H12 1.036, C13 1.522
7 O 1.612 -0.425 -0.071  H8 1.048, C13 1.265
8 H 2.046 0.006 -0.921  O7 1.048
9 C -1.767 -1.914 -1.107  C2 1.344, Cl4 1.730, H5 1.146
10 Cl -2.110 -0.339 1.066  C2 1.683
11 Cl -1.898 0.756 -1.529  C2 1.738
12 H 1.173 1.936 2.048  C6 1.036
13 C 1.261 0.156 0.996  C6 1.522, O7 1.265

Calculated values
**Frontier orbital gap**: 8.58 eV
**Maximum force**: 3.15 eV/A
**LUMO**: 0.54 eV
**Energy above the lowest of the compared OMol25 structures with the same formula, charge and spin**: 4.105 eV
**Spin multiplicity**: 1

Mulliken atomic charge list, values in e, 2 entries:
1 H 0.255
2 C 0.342

---

(2)
Entry from the OMol25 dataset: 2 unconnected molecules or ions with the total composition C4H5Cl3O (ωB97M-V with the def2-TZVPD basis set).

Bonds (Å) are listed after each position.
Element x y z (Å)
1 Cl 1.810 -1.620 1.218  C13 1.748
2 H -2.396 0.487 1.342  C12 1.062
3 H -1.206 -0.316 1.696  C12 1.040
4 H 0.433 0.652 -1.896  C10 1.080
5 Cl 2.000 1.308 0.707  C13 1.727
6 Cl 3.059 -0.749 -1.303  C13 1.775
7 H -0.388 -1.002 -1.609  C10 1.115
8 C -0.798 0.658 -0.189  O9 1.238, C10 1.382, C12 1.528
9 O -0.453 1.838 -0.045  C8 1.238
10 C -0.174 0.033 -1.252  H4 1.080, H7 1.115, C8 1.382
11 H -2.259 -0.892 0.436  C12 1.049
12 C -1.687 -0.092 0.802  H2 1.062, H3 1.040, C8 1.528, H11 1.049
13 C 2.058 -0.305 0.094  Cl1 1.748, Cl5 1.727, Cl6 1.775

Calculated values
**Frontier orbital gap (alpha / beta)**: 8.45 / 7.61 eV
**Maximum force**: 3.18 eV/A
**LUMO (alpha / beta)**: -0.86 / -1.12 eV
**Energy above the lowest of the compared OMol25 structures with the same formula, charge and spin**: 3.877 eV
**Spin multiplicity**: 1

Mulliken atomic charge list, values in e, 2 entries:
1 Cl -0.096
2 H 0.400

---

(3)
Entry from the OMol25 dataset: 2 unconnected molecules or ions with the total composition C4H5ClF2 (ωB97M-V with the def2-TZVPD basis set).

Bonds (Å) are listed after each position.
Element x y z (Å)
1 H 1.743 2.507 -0.055  C6 1.079
2 H -2.023 -1.209 -0.893  C11 1.097
3 F -2.261 -0.321 0.880  C11 1.375
4 C -0.169 -1.167 0.191  F7 1.346, H8 1.082, C11 1.500
5 H -1.337 0.433 -0.708  C11 1.097
6 C 1.023 1.706 0.010  H1 1.079, C9 1.302, H10 1.076
7 F 0.301 -2.072 -0.687  C4 1.346
8 H -0.082 -1.517 1.212  C4 1.082
9 C 1.394 0.462 0.106  C6 1.302, Cl12 1.671
10 H -0.014 1.995 -0.001  C6 1.076
11 C -1.469 -0.542 -0.222  H2 1.097, F3 1.375, C4 1.500, H5 1.097
12 Cl 2.893 -0.275 0.166  C9 1.671

Calculated values
**Frontier orbital gap**: 9.89 eV
**Maximum force**: 4.65 eV/A
**LUMO**: 0.62 eV
**Energy above the lowest of the compared OMol25 structures with the same formula, charge and spin**: 2.969 eV
**Spin multiplicity**: 1

Mulliken atomic charge list, values in e, 2 entries:
1 H 0.278
2 H 0.230